A cluster of 2 separate species, C4H4IN3 in total in a non-equilibrium geometry, computed with ωB97M-V/def2-TZVPD.

CARTESIAN COORDINATES (ANGSTROEM)
H  0.52  -1.70  -1.31
N  1.04  1.08  0.02
N  -2.38  -2.08  0.04
C  -1.57  -1.30  0.11
C  1.66  0.06  -0.30
I  -2.22  3.73  1.44
C  0.91  -1.25  -0.35
H  -1.43  3.20  0.16
N  -0.31  0.71  0.23
C  -0.41  -0.56  0.04
H  1.41  -1.96  0.35
H  2.78  0.07  -0.42

Calculated values
HOMO-LUMO gap in eV: 8.93
LUMO energy in eV: -0.70
Max |F| in hartree/bohr: 0.0979
Total energy in Ha: -616.68845
E_HOMO in eV: -9.63